Record 1
Computed, not measured: a molecular structure, C8H17N2O4Tl, with ωB97M-V with the def2-TZVPD basis set.

XYZ file:
```
32
C8H17N2O4Tl, DFT ωB97M-V with the def2-TZVPD basis set
Tl -0.747 -1.645 0.839
C -2.270 -6.243 0.506
C -1.970 -4.723 0.725
O -1.359 -4.309 1.729
O -2.362 -3.981 -0.200
H -1.802 -6.525 -0.437
H -3.331 -6.479 0.522
H -1.720 -6.785 1.274
C 4.006 -0.592 -0.613
C 2.847 -0.006 0.146
O 2.035 -0.765 0.717
N 2.955 1.287 0.485
C 2.056 2.084 1.302
H 4.386 0.148 -1.321
H 3.600 -1.423 -1.188
H 4.856 -0.904 -0.010
H 3.665 1.784 -0.034
H 1.623 1.531 2.129
H 1.351 2.631 0.680
H 2.730 2.850 1.689
C -1.372 2.278 -2.198
C -1.127 1.793 -0.804
O -0.405 0.776 -0.599
N -1.690 2.405 0.221
C -2.446 3.656 0.248
H -2.386 2.620 -2.386
H -1.077 1.515 -2.914
H -0.659 3.090 -2.372
H -1.454 1.999 1.117
H -3.150 3.707 1.074
H -3.056 3.752 -0.647
H -1.729 4.474 0.320
```

Output
Highest occupied orbital energy in eV: -16.2
Charge: +2
DFT total energy in hartree: -897.24070
LUMO energy in eV: -12.90
F_max in eV/Å: 4.2

Atom charges from the Löwdin analysis, given in e for atoms 1 to 4: atom 1 (Tl): 1.42, atom 2 (C): 0.13, atom 3 (C): -0.59, atom 4 (O): 0.06

Record 2
Computed, not measured: a gas-phase ion, C8H17N3 (charge +2), with ωB97M-V with the def2-TZVPD basis set.

XYZ file:
```
28
C8H17N3, DFT ωB97M-V with the def2-TZVPD basis set
C 0.967 -1.533 2.551
C -0.157 -0.004 -0.694
C 1.236 0.613 1.215
C 1.998 1.843 0.950
C -1.400 0.758 -2.924
C -1.588 -1.653 -1.959
C -1.199 0.830 1.321
C -0.857 -0.312 -1.909
N -0.040 0.422 0.561
N 1.650 -0.384 2.022
N 0.576 -0.328 -1.731
H 0.643 -1.298 3.632
H 1.480 2.470 0.283
H 2.486 2.240 1.851
H 3.060 1.638 0.378
H -2.089 0.232 -3.568
H -1.889 1.549 -2.423
H -0.649 1.072 -3.527
H -2.568 -1.533 -1.513
H -1.839 -1.873 -3.005
H -1.091 -2.567 -1.614
H -1.621 1.757 1.070
H -2.033 0.006 1.156
H -0.877 0.881 2.434
H 2.389 -0.067 2.651
H 0.085 -1.844 2.132
H 1.528 -0.559 -1.976
H 1.801 -2.355 2.635
```

Output
Highest occupied orbital energy (alpha / beta) in eV: -14.1 / -18.1
<S²>: 2.017
Charge: +2
2S+1: 3
DFT total energy in hartree: -478.38617
LUMO energy (alpha / beta) in eV: -8.55 / -12.94
F_max in eV/Å: 5.1

Atom charges from the Löwdin analysis, given in e for atoms 1 to 4: atom 1 (C): -0.05, atom 2 (C): -0.12, atom 3 (C): -0.29, atom 4 (C): 0.00

Record 3
Computed, not measured: a single C8H17NO molecule, with ωB97M-V with the def2-TZVPD basis set.

XYZ file:
```
27
C8H17NO, DFT ωB97M-V with the def2-TZVPD basis set
C -1.985 0.923 -0.432
C -1.702 -0.315 0.418
C -0.370 -1.016 0.445
C 0.332 -1.189 -0.930
C 1.234 -0.010 -1.363
C 2.408 0.142 -0.384
C 1.724 0.462 0.964
C 0.745 -0.669 1.471
H -1.135 1.806 1.215
H -1.590 2.999 -0.218
H -1.832 0.791 -1.485
H -3.064 1.136 -0.363
H -2.006 -0.055 1.512
H -2.501 -1.253 -0.987
H -0.823 -1.979 0.703
H 1.130 -1.977 -0.865
H -0.461 -1.660 -1.616
H 1.596 -0.220 -2.400
H 0.741 0.978 -1.215
H 3.089 0.890 -0.785
H 3.113 -0.705 -0.417
H 2.455 0.587 1.746
H 1.119 1.415 0.953
H 1.311 -1.523 1.616
H 0.253 -0.302 2.390
N -1.122 2.033 0.028
O -2.657 -1.290 -0.002
```

Output
Highest occupied orbital energy in eV: -9.5
SMILES: NC[C@@H](O)C1CCCCC1
DFT total energy in hartree: -444.94074
LUMO energy in eV: 0.92
F_max in eV/Å: 4.7

Atom charges from the Löwdin analysis, given in e for atoms 1 to 4: atom 1 (C): -0.28, atom 2 (C): -0.39, atom 3 (C): -0.29, atom 4 (C): -0.15

Record 4
Computed, not measured: a molecular structure, C8H17NO4, with ωB97M-V with the def2-TZVPD basis set.

XYZ file:
```
30
C8H17NO4, DFT ωB97M-V with the def2-TZVPD basis set
C -2.966 0.047 -0.648
C -2.422 0.467 0.695
C -0.951 0.423 0.684
C -0.255 1.561 -0.190
C 2.150 1.130 -0.031
C 1.830 -0.402 -0.706
C 1.166 -0.816 0.534
C -0.253 -0.929 0.670
H -1.885 -1.564 -0.808
H -4.046 0.252 -0.531
H -2.407 0.619 -1.421
H -2.547 1.457 1.078
H -2.827 0.026 1.604
H -0.516 0.708 1.661
H -0.898 2.565 -0.311
H -0.422 1.078 -1.035
H 1.287 2.992 -0.188
H 3.145 0.666 0.757
H 2.864 1.829 -0.891
H 1.252 -0.612 -1.709
H 3.655 0.060 -1.682
H 1.647 -0.271 1.283
H 2.135 -2.823 0.377
H -0.629 -1.514 1.629
H 0.026 -2.579 0.059
N 0.956 2.003 0.279
O -2.805 -1.336 -0.924
O 3.009 -0.861 -0.795
O 1.250 -2.347 0.954
O -0.542 -1.827 -0.395
```

Output
Highest occupied orbital energy in eV: -9.0
DFT total energy in hartree: -670.34704
LUMO energy in eV: -0.88
F_max in eV/Å: 9.2

Atom charges from the Löwdin analysis, given in e for atoms 1 to 4: atom 1 (C): -0.24, atom 2 (C): -0.17, atom 3 (C): -0.25, atom 4 (C): -0.25

Record 5
Computed, not measured: a molecular structure, C8H17NOS2, with ωB97M-V with the def2-TZVPD basis set.

XYZ file:
```
29
C8H17NOS2, DFT ωB97M-V with the def2-TZVPD basis set
C -0.476 -1.926 -1.790
C -2.211 3.285 1.139
C 1.338 -3.817 0.183
C -0.712 3.217 1.286
C -0.064 1.870 1.532
C -0.153 0.826 0.364
C 0.955 -0.301 0.404
C 1.193 -1.064 -0.973
N -0.306 -2.458 -3.006
O -1.363 -2.034 -0.932
S 1.832 0.176 -2.220
S 2.312 -2.551 -0.707
H -2.728 2.671 0.373
H -2.720 2.877 2.058
H -2.638 4.251 1.066
H 2.021 -4.364 0.753
H 0.903 -4.432 -0.556
H 0.578 -3.434 0.742
H -0.541 3.793 2.210
H -0.177 3.708 0.429
H -0.512 1.329 2.325
H 0.964 1.971 1.786
H -0.195 1.416 -0.518
H -1.146 0.282 0.444
H 1.876 0.026 0.788
H 0.535 -1.020 1.020
H 0.361 -2.206 -3.755
H -1.039 -3.058 -3.259
H 2.114 0.967 -1.185
```

Output
Highest occupied orbital energy in eV: -8.1
DFT total energy in hartree: -1241.30321
LUMO energy in eV: 0.61
F_max in eV/Å: 5.5

Atom charges from the Löwdin analysis, given in e for atoms 1 to 4: atom 1 (C): -0.41, atom 2 (C): -0.13, atom 3 (C): -0.36, atom 4 (C): -0.27

Record 6
Computed, not measured: a molecular structure, C8H17P2Pt, with ωB97M-V with the def2-TZVPD basis set.

XYZ file:
```
28
C8H17P2Pt, DFT ωB97M-V with the def2-TZVPD basis set
C 0.412 -0.887 -1.741
C -0.431 -1.494 -2.714
C -0.227 -2.906 -2.671
C 0.806 -3.202 -1.714
C 1.188 -1.950 -1.133
Pt 0.433 1.117 0.778
P -0.233 3.031 1.529
H 0.521 0.177 -1.477
H -1.127 -0.922 -3.338
H -0.809 -3.636 -3.241
H 1.937 -1.780 -0.367
H 1.213 -4.201 -1.437
H -1.343 2.964 2.390
H -0.577 3.899 0.473
H 0.825 3.632 2.204
C 1.429 -0.734 3.336
P -0.004 -0.414 2.271
C -0.549 -2.040 1.678
C -1.353 0.157 3.348
H 2.120 -1.411 2.811
H 1.070 -1.215 4.264
H 1.930 0.215 3.570
H -0.969 -2.609 2.522
H -1.312 -1.929 0.895
H 0.303 -2.591 1.261
H -1.323 -0.448 4.263
H -1.226 1.215 3.599
H -2.318 0.008 2.843
```

Output
Highest occupied orbital energy (alpha / beta) in eV: -1.2 / -2.5
<S²>: 2.008
Charge: -1
2S+1: 3
DFT total energy in hartree: -1116.91423
LUMO energy (alpha / beta) in eV: 2.69 / 2.40
F_max in eV/Å: 2.3

Atom charges from the Löwdin analysis, given in e for atoms 1 to 4: atom 1 (C): -0.26, atom 2 (C): -0.22, atom 3 (C): -0.23, atom 4 (C): -0.22

Record 7
Computed, not measured: a molecular structure, C8H18AgBr2F3N2O2, with ωB97M-V with the def2-TZVPD basis set.

XYZ file:
```
36
C8H18AgBr2F3N2O2, DFT ωB97M-V with the def2-TZVPD basis set
Ag -0.389 1.759 1.238
F -0.263 0.944 2.985
F 0.320 3.405 2.090
F -2.062 1.721 0.310
Br -0.799 -1.960 -0.020
C -1.247 -0.690 1.494
C -2.690 -0.352 1.541
Br -3.825 -1.770 2.224
H -0.645 0.152 1.155
H -0.741 -1.019 2.401
H -3.131 0.129 0.668
H -2.708 0.410 2.320
C 1.549 0.194 1.676
O 1.293 1.356 1.305
N 1.842 -0.898 0.865
C 1.584 -2.320 1.208
C 1.997 -0.632 -0.510
H 1.604 -0.139 2.725
H 0.571 -2.556 0.884
H 1.633 -2.513 2.280
H 2.293 -2.985 0.716
H 2.363 0.367 -0.744
H 2.783 -1.310 -0.842
H 1.084 -0.701 -1.102
C -0.823 2.152 -2.691
O -0.608 2.766 -3.761
N -0.278 0.972 -2.319
C -0.596 0.289 -1.064
C 0.783 0.318 -3.096
H -1.647 2.422 -2.013
H -0.528 -0.782 -1.255
H -1.632 0.342 -0.729
H -0.073 0.569 -0.150
H 0.883 0.746 -4.093
H 1.636 0.321 -2.417
H 0.467 -0.708 -3.280
```

Output
Highest occupied orbital energy in eV: 0.5
Charge: -2
DFT total energy in hartree: -6169.77808
LUMO energy in eV: 4.63
F_max in eV/Å: 13.0

Atom charges from the Löwdin analysis, given in e for atoms 1 to 4: atom 1 (Ag): 0.95, atom 2 (F): -0.58, atom 3 (F): -0.73, atom 4 (F): -0.60

Record 8
Computed, not measured: a molecular structure, C8H18AgBrGaNO4, with ωB97M-V with the def2-TZVPD basis set.

XYZ file:
```
34
C8H18AgBrGaNO4, DFT ωB97M-V with the def2-TZVPD basis set
C 1.413 2.268 -0.704
C 0.315 2.254 0.523
C -1.201 2.226 -0.109
C -2.146 1.274 0.840
Ga -2.710 -0.525 -0.098
Br -2.973 -0.088 -2.490
O -1.519 -1.967 0.291
C -0.316 -1.902 -0.557
C 1.012 -2.331 0.352
O 1.861 -1.127 0.414
C 3.195 -1.366 -0.179
C 4.201 -0.236 0.534
O -4.424 -0.965 0.691
N -5.339 -1.079 -0.324
O -5.988 -0.031 -0.246
H 1.518 1.185 -1.189
H 2.432 2.653 -0.257
H 1.014 2.956 -1.593
H 0.461 1.335 1.264
H 0.435 3.235 1.166
H -1.160 1.869 -1.241
H -1.579 3.350 -0.148
H -1.652 1.081 1.907
H -3.139 1.896 1.058
H -0.358 -2.621 -1.481
H -0.140 -0.789 -0.943
H 0.620 -2.510 1.466
H 1.565 -3.281 -0.049
H 3.623 -2.444 0.065
H 3.197 -1.152 -1.354
H 3.877 -0.239 1.682
H 3.857 0.799 0.087
H 5.337 -0.476 0.377
Ag -5.288 -3.249 0.245
```

Output
Highest occupied orbital energy (alpha / beta) in eV: -12.3 / -12.2
<S²>: 0.764
Charge: +1
2S+1: 2
DFT total energy in hartree: -5316.53685
LUMO energy (alpha / beta) in eV: -5.64 / -7.74
F_max in eV/Å: 7.1

Atom charges from the Löwdin analysis, given in e for atoms 1 to 4: atom 1 (C): -0.14, atom 2 (C): -0.25, atom 3 (C): -0.25, atom 4 (C): -0.13